Entry 1:
104
Properties=species:S:1:pos:R:3:lowdin_charge:R:1 method="wB97M-V/def2-TZVPD" total_energy_ha=-11748.20230 gap_ha=0.33704 homo_energy_ev=-9.253 smiles="C[C@@H](F)[C@](N)(I)OC=O.ClCCCl.ClCCCl.ClCCCl.ClCCCl.ClCCCl.ClCCCl.ClCCCl.ClCCCl.ClCCCl.ClCCCl.ClCCCl"
C 3.7135 -2.8357 -3.4047 -0.094
C 2.2935 -2.1222 -3.8512 -0.249
F 2.3527 -2.0002 -5.3543 -0.117
C 0.9498 -2.9772 -3.4594 -0.791
N -0.2614 -2.1434 -3.8178 0.016
I 0.9336 -3.3321 -1.3030 0.979
O 0.9186 -4.1823 -4.3023 -0.171
C 0.4149 -5.3568 -3.5367 -0.209
O -0.8868 -5.7337 -3.5527 -0.064
H 3.4890 -3.9402 -3.0888 0.043
H 4.2405 -2.2925 -2.5049 0.086
H 4.5082 -2.8607 -4.2852 0.100
H 2.2429 -1.0177 -3.4129 0.160
H -0.8624 -1.9802 -2.9659 -0.029
H -0.7843 -2.6472 -4.5706 -0.010
H 1.1372 -6.0254 -2.8852 0.150
Cl -0.6561 2.1986 -2.7341 0.539
C -2.3293 1.7511 -3.1500 -0.649
C -3.0561 1.1004 -1.9835 -0.639
Cl -2.4039 -0.5123 -1.6001 0.604
H -2.2979 1.0928 -4.0234 0.072
H -2.8412 2.6743 -3.4381 0.073
H -4.1123 0.9631 -2.2338 0.076
H -2.9978 1.7140 -1.0791 0.057
Cl -4.4578 0.3018 1.2929 0.554
C -4.9068 -1.2205 0.4844 -0.687
C -5.6540 -2.1648 1.4131 -0.674
Cl -4.6062 -2.8103 2.7010 0.533
H -3.9939 -1.6790 0.0923 0.002
H -5.5440 -0.9522 -0.3636 0.076
H -6.0263 -3.0244 0.8478 -0.011
H -6.5092 -1.6723 1.8861 0.068
Cl 4.3053 -5.4939 -0.5115 0.537
C 5.0009 -4.6852 0.9150 -0.644
C 3.9458 -4.3565 1.9596 -0.759
Cl 2.8297 -3.0815 1.4100 0.470
H 5.5249 -3.7870 0.5745 0.073
H 5.7410 -5.3712 1.3379 0.071
H 4.4268 -3.9851 2.8694 0.026
H 3.3518 -5.2368 2.2238 -0.005
Cl 3.1278 6.2581 -0.3160 0.573
C 3.1343 5.7644 -2.0274 -0.654
C 2.0233 4.7756 -2.3437 -0.664
Cl 2.2948 3.1910 -1.5764 0.518
H 4.1205 5.3502 -2.2578 0.075
H 3.0009 6.6748 -2.6197 0.014
H 1.9775 4.6007 -3.4227 0.077
H 1.0472 5.1478 -2.0176 0.070
Cl 4.0564 8.4014 3.9004 0.538
C 3.4427 6.8602 3.2519 -0.682
C 3.9236 5.6653 4.0603 -0.667
Cl 5.6738 5.3892 3.8763 0.534
H 3.7480 6.7870 2.2037 0.001
H 2.3504 6.9156 3.2850 0.074
H 3.4220 4.7566 3.7145 0.070
H 3.7094 5.7873 5.1266 0.067
Cl -6.8484 3.4820 6.6012 0.532
C -5.6105 2.4255 5.8773 -0.708
C -5.7617 2.3149 4.3682 -0.697
Cl -7.2278 1.4163 3.9033 0.528
H -5.6738 1.4465 6.3617 0.075
H -4.6383 2.8640 6.1220 -0.014
H -4.9106 1.7704 3.9484 -0.004
H -5.8027 3.3003 3.8937 0.076
Cl -2.1671 4.1884 7.7576 0.551
C -0.9291 3.1319 7.0337 -0.659
C -1.0803 3.0213 5.5246 -0.635
Cl -2.5465 2.1227 5.0597 0.639
H -0.9924 2.1529 7.5181 0.071
H 0.0431 3.5703 7.2784 0.072
H -0.2292 2.4768 5.1048 0.073
H -1.1213 4.0066 5.0501 0.073
Cl -4.3951 -4.7999 -0.9205 0.566
C -5.5325 -6.1121 -1.3168 -0.650
C -6.9673 -5.6178 -1.4150 -0.651
Cl -7.6194 -5.1275 0.1686 0.564
H -5.4264 -6.8942 -0.5590 0.072
H -5.2155 -6.5255 -2.2791 0.075
H -7.6117 -6.4194 -1.7880 0.072
H -7.0546 -4.7660 -2.0966 0.071
Cl 4.1780 -6.0640 4.1526 0.654
C 3.6168 -5.7133 5.8063 -0.613
C 3.9341 -4.2877 6.2298 -0.656
Cl 5.6824 -4.0240 6.4472 0.542
H 4.0707 -6.4450 6.4815 0.072
H 2.5339 -5.8704 5.8128 0.079
H 3.4596 -4.0715 7.1916 0.075
H 3.5692 -3.5593 5.4990 0.069
Cl -1.6587 -3.8726 -6.2988 0.619
C -0.4207 -4.9291 -7.0228 -0.638
C -0.5719 -5.0397 -8.5319 -0.659
Cl -2.0381 -5.9383 -8.9968 0.532
H -0.4840 -5.9081 -6.5383 0.071
H 0.5515 -4.4907 -6.7781 0.070
H 0.2792 -5.5842 -8.9516 0.073
H -0.6129 -4.0543 -9.0064 0.071
Cl 2.8413 11.0774 -1.2988 0.541
C 4.0793 10.0209 -2.0228 -0.662
C 3.9281 9.9103 -3.5319 -0.653
Cl 2.4619 9.0117 -3.9968 0.552
H 4.0160 9.0419 -1.5383 0.043
H 5.0515 10.4593 -1.7781 0.075
H 4.7792 9.3658 -3.9516 0.073
H 3.8871 10.8957 -4.0064 0.070



Entry 2:
95
Properties=species:S:1:pos:R:3:lowdin_charge:R:1 method="wB97M-V/def2-TZVPD" total_energy_ha=-2966.44526 gap_ha=0.31579 homo_energy_ev=-8.368 smiles="O=C(CB(CCF)CCSc1nnco1)c1ccccc1.CN(C)P(=O)(N(C)C)N(C)C.CN(C)P(=O)(N(C)C)N(C)C"
O -0.6724 7.1860 0.4964 0.124
C -0.7184 5.9890 0.5014 -0.366
C 0.5210 5.1100 0.3479 -0.016
B 0.7460 4.6308 -1.1378 -0.271
C -0.2966 3.6707 -1.8597 -0.083
C -0.7242 2.4785 -0.9955 -0.204
F -1.7725 1.8097 -1.6256 -0.064
C 2.0246 5.0313 -1.9914 -0.179
C 2.6554 6.3664 -1.6244 -0.466
S 1.7281 7.7406 -2.4069 0.986
C 2.5903 9.0956 -1.6987 -0.704
N 3.5711 9.7853 -2.1685 0.067
N 3.8665 10.7107 -1.1721 0.046
C 3.0594 10.5001 -0.1996 -0.175
O 2.1927 9.4829 -0.4643 0.027
C -2.0147 5.2515 0.6948 -0.175
C -3.0300 5.4193 -0.2424 -0.025
C -4.2376 4.7598 -0.0582 -0.069
C -4.4378 3.9404 1.0455 -0.073
C -3.4016 3.7632 1.9528 -0.075
C -2.1911 4.4139 1.7877 -0.035
H 0.3473 4.2429 0.9952 0.110
H 1.3569 5.6583 0.7852 0.108
H -1.1737 4.2169 -2.2230 0.118
H 0.1728 3.2276 -2.7439 0.103
H -1.0242 2.7908 0.0018 0.094
H 0.1062 1.7702 -0.9723 0.124
H 2.7622 4.2540 -1.7454 0.128
H 1.7661 4.9607 -3.0488 0.101
H 3.6785 6.4494 -1.9916 0.081
H 2.6823 6.5601 -0.5542 0.069
H 2.9886 10.9929 0.7528 0.131
H -2.8552 6.0686 -1.0905 0.122
H -5.0101 4.9003 -0.8039 0.104
H -5.3947 3.4543 1.1781 0.104
H -3.5668 3.0954 2.7883 0.099
H -1.4016 4.2471 2.5103 0.124
O -1.4814 0.8106 3.2467 -0.312
P -1.4480 -0.6888 3.3642 0.680
N 0.1563 -0.9915 2.8232 -0.301
C 0.6592 -2.2162 2.2286 -0.126
C 1.2081 -0.2932 3.5552 -0.140
N -2.5969 -1.0628 2.1371 -0.328
C -2.3308 -1.9593 1.0291 -0.140
C -3.4647 0.0238 1.7082 -0.140
N -1.6841 -2.2574 4.0840 -0.269
C -3.0856 -2.5481 4.4780 -0.124
C -0.8825 -2.4337 5.3213 -0.129
H 0.7706 -3.0456 2.9415 0.081
H 1.6432 -2.0388 1.7915 0.082
H 0.0509 -2.5637 1.4015 0.038
H 1.4555 -0.7813 4.5088 0.068
H 0.9120 0.7320 3.7764 0.067
H 2.1201 -0.2360 2.9584 0.078
H -1.6166 -1.5314 0.3135 0.081
H -3.2564 -2.1743 0.4884 0.080
H -1.9694 -2.9278 1.3768 0.074
H -2.9573 0.6997 1.0088 0.076
H -3.8045 0.6067 2.5612 0.061
H -4.3621 -0.3681 1.2219 0.082
H -3.4827 -1.7996 5.1697 0.085
H -3.1321 -3.5247 4.9619 0.079
H -3.7396 -2.5995 3.6140 0.070
H -1.0963 -1.6621 6.0661 0.087
H 0.1855 -2.4139 5.1084 0.056
H -1.0874 -3.4072 5.7642 0.081
O 1.5014 -4.4693 -0.4733 -0.299
P 1.6646 -5.0145 -1.8611 0.679
N 0.0110 -5.0782 -2.3440 -0.299
C -0.5779 -5.9429 -3.3469 -0.130
C -0.7142 -3.8126 -2.2557 -0.133
N 2.2373 -6.5866 -1.4503 -0.334
C 1.6239 -7.8133 -1.9161 -0.143
C 2.7518 -6.7655 -0.0982 -0.141
N 2.3177 -5.1752 -3.4674 -0.272
C 3.7791 -5.4340 -3.5127 -0.124
C 2.1087 -3.9518 -4.2831 -0.128
H -0.3169 -5.6718 -4.3804 0.079
H -1.6661 -5.8981 -3.2691 0.082
H -0.3268 -6.9874 -3.1984 0.047
H -0.5079 -3.1469 -3.1054 0.071
H -0.4491 -3.2766 -1.3447 0.056
H -1.7909 -3.9863 -2.2158 0.081
H 0.6427 -7.9869 -1.4554 0.086
H 2.2612 -8.6682 -1.6755 0.078
H 1.5290 -7.8236 -3.0024 0.070
H 1.9496 -6.8925 0.6390 0.084
H 3.3596 -5.9166 0.2042 0.069
H 3.3992 -7.6455 -0.0596 0.077
H 4.3507 -4.6589 -2.9945 0.086
H 4.1098 -5.4708 -4.5515 0.080
H 4.0271 -6.3951 -3.0749 0.070
H 2.5337 -3.0621 -3.8104 0.087
H 1.0497 -3.7687 -4.4607 0.057
H 2.5662 -4.0734 -5.2638 0.082